# 1
{"formula": "C2H7PS", "method": "ωB97M-V with the def2-TZVPD basis set", "species": ["C", "C", "P", "S", "H", "H", "H", "H", "H", "H", "H"], "coordinates": [[0.053, 0.123, -2.028], [-0.106, 0.367, 1.256], [-0.587, -1.322, 1.296], [1.465, 0.880, 1.738], [0.896, 0.735, -1.675], [-0.488, 0.861, -2.593], [-0.527, -0.193, -1.193], [0.340, -0.741, -2.468], [-0.382, -1.824, 2.641], [-1.842, -0.977, 1.699], [1.178, 2.093, 1.328]], "total_energy_ha": -819.794007, "homo_ev": -8.6, "relative_energy_kcal_mol": 90.5, "e_lumo_ev": -0.5, "smiles": "[PH2]#CS.C", "homo_lumo_gap_ev": 8.131}


# 2
{"formula": "C4H13NO3", "method": "ωB97M-V with the def2-TZVPD basis set", "species": ["C", "O", "C", "C", "C", "O", "N", "H", "H", "H", "H", "H", "H", "H", "H", "H", "H", "H", "H", "H", "O"], "coordinates": [[-0.331, -0.912, 0.880], [-0.871, -1.610, -0.257], [1.091, -0.457, 0.521], [1.149, 1.047, 0.115], [0.282, 1.335, -1.086], [0.849, 1.901, 1.203], [2.031, -0.624, 1.628], [-0.951, -0.023, 1.000], [-0.352, -1.547, 1.765], [-1.591, -2.204, 0.019], [1.384, -1.050, -0.342], [2.205, 1.161, -0.105], [0.589, 2.257, -1.593], [0.332, 0.558, -1.845], [-0.768, 1.494, -0.849], [-0.110, 1.914, 1.309], [1.741, -1.355, 2.262], [2.082, 0.234, 2.164], [-3.711, -1.101, -3.073], [-2.604, -0.830, -2.100], [-3.269, -0.367, -2.632]], "total_energy_ha": -440.657336, "homo_ev": -9.3, "relative_energy_kcal_mol": 36.3, "e_lumo_ev": 0.5, "smiles": "C[C@@H](O)[C@@H](N)CO.O", "homo_lumo_gap_ev": 9.787}


# 3
{"formula": "C21H37AuN7S2", "method": "ωB97M-V with the def2-TZVPD basis set", "species": ["Au", "C", "C", "N", "C", "C", "C", "C", "N", "H", "H", "H", "H", "H", "H", "H", "H", "H", "H", "H", "H", "H", "H", "C", "C", "C", "C", "N", "C", "C", "H", "H", "H", "H", "H", "H", "H", "S", "C", "N", "C", "C", "C", "N", "H", "H", "H", "H", "C", "C", "N", "C", "S", "N", "C", "C", "H", "H", "H", "H", "H", "H", "H", "H", "H", "H", "H", "H"], "coordinates": [[-1.292, 0.867, -0.639], [1.154, -4.384, 1.265], [1.932, -3.268, 1.994], [1.241, -2.017, 2.105], [0.382, -1.928, 3.333], [0.975, -1.157, 4.468], [1.372, -0.950, 1.207], [2.271, -1.164, -0.004], [0.788, 0.184, 1.470], [1.698, -5.296, 1.407], [0.876, -4.158, 0.205], [0.234, -4.559, 1.759], [2.853, -3.112, 1.453], [2.212, -3.626, 2.980], [0.134, -2.984, 3.482], [-0.528, -1.457, 2.968], [1.462, -1.900, 5.134], [0.241, -0.639, 5.115], [1.756, -0.487, 4.171], [3.322, -0.922, 0.296], [1.928, -0.498, -0.834], [2.245, -2.187, -0.440], [0.865, 0.795, 0.656], [-2.546, -6.158, -4.481], [-2.772, -4.761, -4.734], [-1.772, -3.894, -5.064], [-2.050, -2.566, -5.313], [-3.298, -2.103, -5.276], [-4.271, -2.903, -4.831], [-4.043, -4.196, -4.537], [-2.055, -6.701, -5.323], [-3.501, -6.760, -4.326], [-1.983, -6.280, -3.569], [-0.824, -4.194, -5.143], [-1.289, -1.729, -5.437], [-5.281, -2.582, -4.853], [-4.822, -4.874, -4.104], [-2.518, -0.091, 1.118], [-2.495, 1.168, 2.322], [-1.243, 1.516, 2.827], [-1.029, 2.413, 3.828], [-2.156, 2.962, 4.435], [-3.440, 2.581, 3.886], [-3.603, 1.761, 2.832], [-0.374, 0.968, 2.411], [-0.030, 2.671, 4.044], [-2.155, 3.766, 5.175], [-4.336, 2.952, 4.373], [0.132, 6.505, -1.875], [0.855, 5.516, -0.925], [0.275, 4.166, -1.034], [0.999, 3.040, -1.266], [0.333, 1.630, -2.177], [2.366, 2.921, -0.964], [3.003, 3.344, 0.284], [4.174, 2.496, 0.770], [-0.755, 6.948, -1.464], [-0.183, 5.952, -2.811], [0.797, 7.299, -2.186], [0.791, 5.883, 0.118], [1.883, 5.415, -1.254], [-0.684, 3.992, -1.346], [2.812, 2.127, -1.466], [2.258, 3.376, 1.069], [3.351, 4.387, 0.071], [3.840, 1.534, 1.188], [4.668, 3.068, 1.560], [4.851, 2.280, -0.103]], "total_energy_ha": -2137.525381, "homo_ev": -10.8, "relative_energy_kcal_mol": 19.2, "e_lumo_ev": -3.2, "charge": 1, "homo_lumo_gap_ev": 7.649}


# 4
{"formula": "C14H32CuN4O10", "method": "ωB97M-V with the def2-TZVPD basis set", "species": ["Cu", "C", "C", "C", "O", "H", "H", "H", "H", "H", "H", "H", "N", "O", "O", "O", "C", "O", "C", "O", "O", "C", "H", "H", "H", "H", "H", "H", "C", "C", "O", "N", "C", "H", "H", "H", "H", "H", "H", "H", "C", "C", "O", "N", "C", "H", "H", "H", "H", "H", "H", "H", "O", "C", "N", "C", "H", "H", "H", "H", "H"], "coordinates": [[0.480, -0.375, 0.200], [0.960, -2.738, -3.770], [0.183, -1.773, -2.856], [-1.167, -2.243, -2.598], [0.832, -1.458, -1.659], [1.055, -3.754, -3.388], [1.982, -2.358, -3.775], [0.646, -2.670, -4.812], [0.123, -0.803, -3.350], [-1.345, -2.868, -1.723], [-1.513, -2.743, -3.502], [-1.812, -1.455, -2.209], [0.890, 0.871, 3.296], [1.873, 0.421, 3.782], [0.568, 0.563, 2.151], [0.194, 1.626, 3.879], [2.201, 3.508, 1.194], [2.371, 3.446, -0.180], [2.163, 2.297, -0.866], [1.800, 1.267, -0.364], [2.395, 2.480, -2.159], [2.147, 1.327, -2.949], [2.784, 2.866, 1.854], [1.143, 3.473, 1.453], [2.594, 4.501, 1.414], [2.530, 1.469, -3.959], [1.076, 1.346, -3.154], [2.259, 0.347, -2.485], [-1.974, -1.534, 3.201], [-2.316, -1.368, 1.763], [-1.341, -1.314, 0.940], [-3.609, -1.204, 1.447], [-3.983, -0.854, 0.038], [-2.303, -2.434, 3.721], [-2.235, -0.695, 3.846], [-0.893, -1.523, 3.340], [-4.358, -1.326, 2.114], [-3.805, 0.221, 0.050], [-5.030, -1.046, -0.196], [-3.435, -1.199, -0.838], [-1.576, 2.596, -2.513], [-1.391, 2.305, -1.040], [-0.976, 1.184, -0.732], [-1.746, 3.295, -0.209], [-1.723, 3.215, 1.286], [-1.250, 3.538, -2.953], [-2.587, 2.391, -2.867], [-1.036, 1.784, -3.000], [-2.074, 4.193, -0.536], [-0.863, 3.732, 1.711], [-1.782, 2.186, 1.641], [-2.727, 3.502, 1.600], [1.731, -1.894, 1.159], [2.535, -2.653, 1.641], [3.480, -3.286, 0.992], [2.443, -2.955, 3.130], [4.314, -3.715, 1.368], [3.732, -2.880, 0.103], [2.930, -2.047, 3.485], [3.036, -3.830, 3.394], [1.401, -2.952, 3.449]], "total_energy_ha": -3164.340887, "homo_ev": [0.7, -5.5], "multiplicity": 3, "e_lumo_ev": [2.5, 1.6], "charge": -1, "homo_lumo_gap_ev": [1.746, 7.108]}